[1]
The following is a quantum chemistry calculation of a 4-piece molecular cluster, C25H54N5O8 overall, from the Open Molecules 2025 dataset.

Properties
HOMO energy (eV): -9.990
HOMO-LUMO gap (eV): 5.92

Structure (ORCA input):
```
! wB97M-V def2-TZVPD RIJCOSX def2/J DEFGRID3
* xyz 1 1
C 3.16 -1.54 2.26
C 3.37 -0.19 1.66
C 2.54 0.89 1.89
C 1.35 0.70 2.80
O 1.32 1.17 3.88
O 0.38 -0.07 2.29
C 2.77 2.15 1.33
C 3.85 2.29 0.51
N 4.64 1.24 0.26
C 4.45 0.02 0.79
N 5.37 -0.95 0.44
H 2.80 -2.23 1.50
H 2.43 -1.52 3.06
H 4.09 -1.91 2.68
H 0.46 -0.09 1.32
H 2.12 2.97 1.54
H 4.05 3.23 0.04
H 5.43 1.37 -0.37
H 5.47 -1.00 -0.57
H 5.09 -1.86 0.77
C -6.28 0.49 0.88
O -5.74 0.79 -0.39
C -5.56 2.18 -0.64
C -4.08 2.46 -0.82
N -3.37 2.28 0.45
C -1.93 2.30 0.33
C -1.27 1.16 -0.43
O -1.40 -0.11 0.21
C -2.56 -0.85 -0.15
H -6.40 -0.59 0.94
H -5.60 0.80 1.69
H -7.25 0.96 1.02
H -5.97 2.79 0.17
H -6.09 2.43 -1.56
H -3.94 3.49 -1.16
H -3.71 1.78 -1.60
H -3.65 1.39 0.85
H -1.52 2.30 1.35
H -1.63 3.25 -0.13
H -0.19 1.37 -0.47
H -1.60 1.10 -1.47
H -2.87 -0.66 -1.18
H -3.39 -0.63 0.53
H -2.32 -1.91 -0.04
C -8.10 -5.16 5.60
O -7.22 -5.91 4.79
C -7.86 -6.59 3.72
C -7.35 -6.08 2.39
N -7.80 -4.71 2.16
C -7.19 -4.06 1.00
C -5.69 -3.78 1.05
O -5.32 -2.82 2.02
C -5.03 -3.33 3.31
H -7.51 -4.72 6.40
H -8.57 -4.35 5.03
H -8.88 -5.79 6.03
H -8.95 -6.49 3.78
H -7.62 -7.66 3.80
H -7.73 -6.71 1.58
H -6.25 -6.16 2.40
H -7.59 -4.16 2.99
H -7.70 -3.11 0.86
H -7.40 -4.67 0.11
H -5.41 -3.36 0.08
H -5.10 -4.70 1.17
H -4.59 -4.33 3.25
H -5.92 -3.36 3.94
H -4.31 -2.66 3.78
C 7.71 6.17 -3.17
O 7.68 5.52 -4.43
C 8.97 5.09 -4.88
C 9.00 3.59 -5.01
N 8.92 2.96 -3.69
C 8.75 1.51 -3.73
C 7.44 0.97 -4.30
O 6.30 1.28 -3.50
C 5.66 2.51 -3.81
H 6.69 6.50 -2.95
H 8.04 5.50 -2.37
H 8.35 7.05 -3.20
H 9.75 5.44 -4.20
H 9.14 5.54 -5.86
H 9.93 3.29 -5.50
H 8.16 3.29 -5.65
H 8.15 3.36 -3.18
H 8.85 1.14 -2.71
H 9.58 1.07 -4.30
H 7.51 -0.12 -4.31
H 7.27 1.28 -5.33
H 5.73 2.77 -4.87
H 6.08 3.32 -3.22
H 4.61 2.40 -3.55
*
```



[2]
The following is a quantum chemistry calculation of one molecule with the formula C20H21N3O5S, from the Open Molecules 2025 dataset.

Properties
Relative energy (zero: lowest compared OMol25 entry of this formula, charge and spin) (kJ/mol): 132.4
HOMO energy (eV): -8.209
SMILES: CC[C@H](C)NC(=O)CSc1nc2cc3c(cc2c(=O)n1Cc1ccco1)OCO3
HOMO-LUMO gap (eV): 8.66

Structure (ORCA input):
```
! wB97M-V def2-TZVPD RIJCOSX def2/J DEFGRID3
* xyz 0 1
C -0.10 1.99 -2.42
C -1.50 2.59 -2.43
H -1.51 3.48 -3.07
H -2.20 1.86 -2.87
C -2.04 2.98 -1.05
N -2.13 1.82 -0.18
C -3.25 1.09 -0.05
O -4.32 1.36 -0.54
C -3.05 -0.14 0.84
H -2.42 0.07 1.70
H -4.03 -0.52 1.14
S -2.29 -1.52 -0.08
C -0.58 -1.16 0.06
N -0.22 -0.08 0.67
C 1.11 0.21 0.77
C 2.09 -0.64 0.22
C 3.46 -0.33 0.31
C 3.79 0.83 0.95
C 2.82 1.68 1.50
C 1.48 1.41 1.43
H 0.74 2.05 1.85
O 3.43 2.75 2.07
C 4.82 2.56 1.88
O 5.03 1.36 1.17
H 5.23 3.41 1.30
H 5.32 2.51 2.86
H 4.18 -1.00 -0.12
C 1.67 -1.86 -0.45
O 2.42 -2.66 -0.96
N 0.28 -2.05 -0.50
C -0.21 -3.27 -1.12
C -0.75 -4.22 -0.11
C -0.26 -4.63 1.10
C -1.21 -5.53 1.63
C -2.21 -5.60 0.71
O -1.94 -4.81 -0.34
H -3.13 -6.15 0.68
H -1.16 -6.05 2.56
H 0.67 -4.34 1.54
H 0.66 -3.70 -1.64
H -0.99 -3.03 -1.85
H -1.27 1.45 0.21
C -1.19 4.05 -0.36
H -0.20 3.66 -0.14
H -1.10 4.92 -1.00
H -1.66 4.35 0.57
H -3.06 3.35 -1.17
H -0.06 1.10 -1.80
H 0.63 2.71 -2.05
H 0.19 1.71 -3.43
*
```



[3]
The following is a quantum chemistry calculation of one molecule with the formula C6H12O, from the Open Molecules 2025 dataset.

Properties
Relative energy (zero: lowest compared OMol25 entry of this formula, charge and spin) (kJ/mol): 104.5
HOMO energy (eV): -9.384
SMILES: CC[C@@]1(C)C[C@H]1O
HOMO-LUMO gap (eV): 10.32

Structure (ORCA input):
```
! wB97M-V def2-TZVPD RIJCOSX def2/J DEFGRID3
* xyz 0 1
C 1.96 0.50 -0.45
C 1.08 -0.24 0.56
C -0.37 -0.38 0.11
C -0.62 -1.39 -0.99
C -1.46 -0.22 1.15
C -1.24 0.86 0.14
O -0.74 2.06 0.65
H 1.66 1.55 -0.54
H 1.91 0.05 -1.45
H 3.01 0.49 -0.14
H 1.12 0.28 1.52
H 1.48 -1.25 0.73
H 0.01 -1.19 -1.87
H -0.40 -2.40 -0.64
H -1.67 -1.37 -1.32
H -1.15 0.02 2.17
H -2.35 -0.83 1.07
H -1.98 0.97 -0.65
H -0.26 2.50 -0.06
*
```



[4]
The following is a quantum chemistry calculation of C25H16F3N8O10SV as an isolated structure, from the Open Molecules 2025 dataset.

Properties
HOMO energy (alpha / beta) (eV): -5.671 / -5.671
HOMO-LUMO gap (alpha / beta) (eV): 6.39 / 6.28

Structure (ORCA input):
```
! wB97M-V def2-TZVPD RIJCOSX def2/J DEFGRID3
* xyz -1 4
V 0.14 -0.45 -1.93
O 4.07 0.23 -3.05
C 2.90 0.46 -2.79
O 2.00 -0.48 -2.70
C 2.47 1.90 -2.53
C 3.48 2.84 -2.62
C 3.22 4.20 -2.48
C 1.95 4.65 -2.25
C 0.93 3.73 -2.13
C 1.12 2.32 -2.28
O 0.11 1.54 -2.25
N -0.39 4.26 -1.80
O -1.15 3.59 -1.13
O -0.66 5.39 -2.18
N 4.31 5.15 -2.60
O 4.04 6.34 -2.50
O 5.43 4.73 -2.82
H 4.48 2.49 -2.82
H 1.74 5.71 -2.14
F -6.80 -1.59 -1.91
C -6.27 -0.36 -2.05
F -6.74 0.15 -3.20
F -6.76 0.40 -1.05
C -4.77 -0.41 -2.01
C -4.01 0.12 -3.04
C -2.63 0.06 -2.93
N -2.01 -0.48 -1.88
C -2.76 -0.99 -0.89
C -4.14 -0.97 -0.92
H -4.47 0.57 -3.91
H -1.99 0.48 -3.69
H -2.22 -1.40 -0.05
H -4.71 -1.38 -0.09
O 1.50 -4.16 5.79
S 1.23 -3.34 6.95
O 2.40 -2.99 7.74
O 0.06 -3.72 7.71
C 0.75 -1.71 6.26
N 0.39 -0.77 7.14
C 0.05 0.40 6.63
C 0.04 0.67 5.27
C 0.42 -0.38 4.45
N 0.79 -1.56 4.94
C 0.45 -0.28 2.97
C -0.31 0.64 2.25
C -0.31 0.60 0.87
N 0.42 -0.29 0.18
C 1.21 -1.12 0.86
C 1.24 -1.17 2.24
H -0.23 1.17 7.34
H -0.24 1.64 4.89
H -0.94 1.36 2.76
H -0.90 1.29 0.28
H 1.82 -1.79 0.26
H 1.85 -1.89 2.77
N 1.47 -3.07 -2.64
C 1.68 -4.38 -2.48
C 0.69 -4.86 -1.65
C -0.08 -3.73 -1.33
N 0.41 -2.65 -1.92
H 2.10 -2.33 -2.97
H 2.51 -4.87 -2.95
H 0.55 -5.87 -1.31
H -0.94 -3.66 -0.69
*
```



[5]
The following is a quantum chemistry calculation of one molecule with the formula C4H10BrNO2S2, from the Open Molecules 2025 dataset.

Properties
Relative energy (zero: lowest compared OMol25 entry of this formula, charge and spin) (kJ/mol): 0.0
HOMO energy (eV): -9.183
SMILES: CCCN(SBr)S(C)(=O)=O
HOMO-LUMO gap (eV): 9.09

Structure (ORCA input):
```
! wB97M-V def2-TZVPD RIJCOSX def2/J DEFGRID3
* xyz 0 1
C -0.38 1.48 0.97
C 2.32 -1.41 -1.52
C -1.01 0.20 1.47
C -0.65 -1.04 0.67
N 0.66 -1.67 0.84
O 2.45 -3.39 0.18
O 0.44 -3.17 -1.20
S 1.14 -1.91 2.39
S 1.47 -2.56 -0.42
Br 2.28 -0.09 2.66
H 0.77 1.49 1.04
H -0.69 1.66 -0.03
H -0.63 2.36 1.64
H 2.55 -2.06 -2.37
H 1.50 -0.73 -1.83
H 3.33 -1.34 -1.07
H -2.11 0.41 1.32
H -0.92 0.13 2.62
H -1.44 -1.71 0.92
H -0.78 -0.72 -0.39
*
```



[6]
The following is a quantum chemistry calculation of a 4-piece molecular cluster, C16H44N4O4 overall, from the Open Molecules 2025 dataset.

Properties
Relative energy (zero: lowest compared OMol25 entry of this formula, charge and spin) (kJ/mol): 92.7
HOMO energy (eV): -9.280
SMILES: COC[C@H](C)N.COC[C@H](C)N.COC[C@H](C)N.COC[C@H](C)N
HOMO-LUMO gap (eV): 9.89

Structure (ORCA input):
```
! wB97M-V def2-TZVPD RIJCOSX def2/J DEFGRID3
* xyz 0 1
C 23.26 10.38 18.77
C 22.96 8.90 18.93
C 23.92 8.25 19.91
O 25.23 8.18 19.41
C 25.57 7.08 18.61
N 21.59 8.61 19.36
H 23.60 10.84 19.71
H 22.46 10.98 18.33
H 24.15 10.55 18.15
H 23.11 8.45 17.94
H 23.54 7.28 20.24
H 23.93 8.86 20.82
H 26.44 6.51 18.94
H 25.85 7.53 17.64
H 24.77 6.42 18.26
H 20.91 9.00 18.72
H 21.42 9.06 20.25
C 28.75 9.47 13.27
C 27.92 8.25 12.96
C 26.47 8.54 12.62
O 25.89 9.25 13.67
C 24.99 10.27 13.30
N 28.55 7.52 11.84
H 29.81 9.26 13.46
H 28.42 9.97 14.19
H 28.75 10.24 12.49
H 27.94 7.57 13.82
H 25.96 7.58 12.48
H 26.44 9.08 11.66
H 25.55 11.12 12.87
H 24.43 10.61 14.16
H 24.30 9.91 12.53
H 28.01 6.69 11.60
H 29.46 7.19 12.11
C 30.37 12.28 15.55
C 30.41 11.99 17.05
C 29.45 10.88 17.41
O 28.22 11.10 16.75
C 27.31 10.06 16.97
N 31.77 11.68 17.52
H 30.43 11.34 14.98
H 31.18 12.95 15.25
H 29.44 12.77 15.29
H 30.08 12.92 17.52
H 29.24 10.82 18.49
H 29.87 9.91 17.10
H 27.51 9.07 16.55
H 26.34 10.36 16.56
H 27.10 9.95 18.05
H 32.41 11.58 16.75
H 32.11 12.41 18.13
C 35.72 5.23 18.54
C 35.08 4.90 17.21
C 33.80 5.67 17.03
O 34.05 7.04 17.28
C 32.92 7.85 17.06
N 35.96 5.29 16.06
H 35.90 6.29 18.69
H 36.60 4.63 18.79
H 34.99 4.98 19.34
H 34.91 3.82 17.12
H 32.97 5.31 17.67
H 33.40 5.59 16.01
H 32.40 7.62 16.12
H 33.28 8.88 17.03
H 32.21 7.74 17.88
H 35.94 6.31 16.06
H 36.93 5.08 16.32
*
```



[7]
The following is a quantum chemistry calculation of a 2-piece molecular cluster, C2H9N2O overall, from the Open Molecules 2025 dataset.

Properties
Relative energy (zero: lowest compared OMol25 entry of this formula, charge and spin) (kJ/mol): 388.1
HOMO energy (eV): -12.419
HOMO-LUMO gap (eV): 8.50

Structure (ORCA input):
```
! wB97M-V def2-TZVPD RIJCOSX def2/J DEFGRID3
* xyz 1 1
C 1.39 1.22 -0.43
C 0.02 1.24 -0.15
N -0.85 0.41 0.88
N 2.11 0.89 -1.54
H 1.99 1.07 0.45
H -0.81 1.83 -0.56
H -0.69 0.58 1.89
H -0.55 -0.69 0.87
H -1.85 0.56 0.72
H 1.47 0.47 -2.27
H 3.09 0.63 -1.34
H -2.24 -2.55 -0.21
H -1.56 -3.16 1.18
O -1.52 -2.48 0.51
*
```



[8]
The following is a quantum chemistry calculation of one molecule with the formula C17H26N2O3, from the Open Molecules 2025 dataset.

Properties
Relative energy (zero: lowest compared OMol25 entry of this formula, charge and spin) (kJ/mol): 184.2
HOMO energy (eV): -8.160
SMILES: CCCCCCCCC(=O)N/N=C(\C)c1ccc(O)cc1O
HOMO-LUMO gap (eV): 8.81

Structure (ORCA input):
```
! wB97M-V def2-TZVPD RIJCOSX def2/J DEFGRID3
* xyz 0 1
C -0.94 -3.99 -5.10
C 0.49 -3.57 -4.78
C 1.01 -4.15 -3.46
C 0.31 -3.58 -2.23
C 0.92 -4.13 -0.94
C 0.18 -3.68 0.32
C 0.35 -2.19 0.63
C -0.31 -1.82 1.96
C -0.10 -0.35 2.27
O 0.69 0.05 3.10
N -0.87 0.47 1.50
N -1.02 1.83 1.66
C 0.00 2.62 1.68
C -0.26 4.03 1.95
C 0.79 4.90 2.26
C 0.58 6.24 2.51
C -0.71 6.76 2.46
C -1.78 5.92 2.18
C -1.57 4.56 1.95
O -2.66 3.82 1.71
H -2.36 2.88 1.64
H -2.78 6.31 2.16
O -0.97 8.07 2.69
H -0.15 8.54 2.89
H 1.41 6.88 2.75
H 1.79 4.52 2.32
C 1.40 2.18 1.39
H 1.96 2.96 0.88
H 1.37 1.29 0.75
H 1.91 1.90 2.31
H -1.68 0.06 1.05
H -1.38 -2.05 1.92
H 0.14 -2.40 2.77
H 1.41 -1.95 0.68
H -0.09 -1.60 -0.18
H -0.89 -3.91 0.22
H 0.56 -4.25 1.17
H 0.89 -5.22 -0.98
H 1.96 -3.82 -0.87
H -0.75 -3.83 -2.26
H 0.40 -2.49 -2.25
H 0.88 -5.23 -3.47
H 2.08 -3.94 -3.38
H 0.55 -2.48 -4.74
H 1.15 -3.90 -5.58
H -1.02 -5.07 -5.11
H -1.23 -3.62 -6.08
H -1.64 -3.59 -4.37
*
```



[9]
The following is a quantum chemistry calculation of C21H35BO2P2W as an isolated structure, from the Open Molecules 2025 dataset.

Properties
Relative energy (zero: lowest compared OMol25 entry of this formula, charge and spin) (kJ/mol): 309.8
HOMO energy (alpha / beta) (eV): -12.543 / -12.532
HOMO-LUMO gap (alpha / beta) (eV): 4.18 / 4.41

Structure (ORCA input):
```
! wB97M-V def2-TZVPD RIJCOSX def2/J DEFGRID3
* xyz 2 3
P 0.33 5.45 -0.75
P 2.46 4.07 -2.73
C 1.68 6.40 -1.62
C 1.97 5.82 -3.00
H 2.57 6.42 -0.97
H 1.34 7.44 -1.74
H 1.09 5.82 -3.67
H 2.81 6.29 -3.51
C 4.24 4.29 -2.32
H 4.74 3.32 -2.29
H 4.38 4.84 -1.38
H 4.65 4.89 -3.15
C 2.68 3.60 -4.49
H 3.52 4.22 -4.83
H 1.78 3.85 -5.07
H 2.94 2.54 -4.59
C 0.17 6.43 0.71
H -0.53 5.94 1.39
H -0.22 7.41 0.42
H 1.15 6.56 1.18
C -1.06 5.95 -1.81
H -1.01 5.56 -2.84
H -1.08 7.04 -1.86
H -1.99 5.61 -1.36
W 0.31 1.92 0.69
C 0.60 0.03 -2.48
C 1.49 0.39 -1.50
C 2.28 1.67 -1.41
C 2.00 2.79 -0.38
C 0.55 3.67 -0.65
C -0.53 2.93 -1.40
C -0.30 2.49 -2.78
C -0.31 0.98 -3.20
C -1.63 1.17 0.36
H 0.33 -1.03 -2.60
H 1.96 -0.40 -0.88
H 2.34 2.00 -2.47
H 3.35 1.39 -1.25
H 2.07 2.36 0.71
H 2.78 3.59 -0.31
H 0.12 3.56 0.58
H -1.58 3.31 -1.25
H 0.60 2.99 -3.22
H -1.10 2.98 -3.37
H -1.37 0.65 -3.07
H -0.03 0.91 -4.29
H -1.81 0.23 -0.19
H -2.37 1.94 0.08
H -1.67 0.98 1.47
O 0.78 -1.21 2.01
B 0.38 -0.46 0.80
O -0.20 -1.53 -0.09
C -0.13 -2.69 0.57
C -0.46 -3.95 0.12
C -0.16 -5.05 0.93
C 0.41 -4.86 2.18
C 0.69 -3.59 2.64
C 0.45 -2.50 1.83
H -0.93 -4.06 -0.84
H -0.37 -6.05 0.58
H 0.63 -5.72 2.81
H 1.12 -3.41 3.62
*
```